No. 1
{"formula": "C29H20ClF5OPPd", "method": "ωB97M-V/def2-TZVPD", "symbols": ["C", "C", "C", "H", "C", "C", "H", "H", "H", "H", "Pd", "Cl", "P", "C", "C", "H", "C", "H", "C", "H", "C", "H", "C", "H", "C", "C", "H", "C", "H", "C", "H", "C", "H", "C", "H", "C", "C", "H", "C", "H", "C", "H", "C", "H", "C", "H", "F", "C", "C", "F", "C", "F", "C", "O", "C", "F", "C", "F"], "positions_angstrom": [[-0.632, -2.085, 3.481], [-0.521, -2.075, 2.050], [0.860, -2.263, 1.725], [-1.327, -1.947, 1.337], [1.601, -2.390, 2.943], [0.669, -2.316, 4.028], [0.923, -2.348, 5.080], [-1.546, -1.965, 4.054], [1.286, -2.239, 0.727], [2.685, -2.472, 3.034], [0.641, -0.597, 2.938], [2.249, 0.693, 1.280], [0.372, -0.090, -2.029], [1.545, -1.315, -2.493], [1.355, -2.213, -3.572], [0.398, -2.245, -4.091], [2.411, -3.036, -3.946], [2.292, -3.721, -4.786], [3.625, -2.995, -3.252], [4.461, -3.609, -3.582], [3.776, -2.180, -2.123], [4.703, -2.189, -1.551], [2.740, -1.352, -1.731], [2.812, -0.715, -0.845], [-1.326, -0.557, -2.172], [-1.683, -1.920, -1.993], [-0.928, -2.640, -1.679], [-2.989, -2.322, -2.231], [-3.259, -3.371, -2.113], [-3.954, -1.388, -2.621], [-4.967, -1.719, -2.851], [-3.628, -0.031, -2.701], [-4.400, 0.697, -2.954], [-2.332, 0.401, -2.459], [-2.072, 1.460, -2.488], [0.833, 1.590, -2.243], [1.358, 2.084, -3.459], [1.639, 1.385, -4.244], [1.475, 3.461, -3.607], [1.840, 3.872, -4.546], [1.123, 4.324, -2.564], [1.163, 5.403, -2.714], [0.732, 3.823, -1.318], [0.515, 4.485, -0.482], [0.602, 2.457, -1.148], [0.359, 2.019, -0.182], [-1.499, 2.227, 7.231], [-1.472, 2.114, 5.892], [-0.401, 2.644, 5.170], [0.590, 3.286, 5.824], [-0.372, 2.535, 3.795], [0.577, 3.161, 3.082], [-1.394, 1.829, 3.046], [-1.297, 1.574, 1.820], [-2.519, 1.395, 3.851], [-3.556, 0.818, 3.214], [-2.542, 1.513, 5.223], [-3.594, 1.057, 5.941]], "forces_ev_per_a": [[-1.2, -1.4, 0.5], [-0.5, -1.3, -0.3], [0.1, -1.7, -0.7], [0.1, 0.1, 0.2], [0.7, -1.9, -0.1], [0.0, -1.2, 0.8], [-0.1, -0.1, -0.1], [0.2, -0.1, -0.2], [-0.1, 0.0, 0.3], [-0.5, 0.0, -0.1], [1.9, 8.0, -1.2], [-0.8, -0.4, 0.8], [-0.1, -0.4, 0.8], [0.5, -0.8, -0.2], [0.2, 0.4, 0.4], [0.3, 0.0, 0.0], [0.0, -0.1, 0.0], [0.0, 0.2, 0.2], [-0.1, 0.1, 0.2], [-0.2, 0.1, 0.1], [0.0, -0.2, -0.3], [-0.2, 0.0, -0.2], [-0.5, 0.4, -0.3], [0.1, -0.1, -0.3], [-0.5, 0.0, -0.2], [0.1, 0.5, -0.2], [-0.2, 0.1, -0.2], [0.0, 0.1, 0.0], [0.1, 0.2, 0.0], [0.2, 0.1, 0.1], [0.3, 0.1, 0.1], [-0.1, 0.0, 0.1], [0.2, -0.2, 0.1], [0.4, -0.4, 0.1], [-0.1, -0.3, -0.1], [0.2, 0.9, 0.1], [-0.4, -0.1, 0.6], [-0.1, 0.3, 0.0], [0.1, 0.0, 0.0], [-0.1, -0.1, 0.2], [-0.1, -0.1, 0.2], [0.1, -0.3, 0.0], [0.1, 0.1, -0.3], [0.1, -0.1, -0.2], [-0.1, -0.6, -0.4], [-0.2, 0.2, -0.1], [0.0, -0.1, -1.4], [-0.1, 0.2, 1.2], [1.1, 0.6, -0.1], [-0.9, -0.5, -0.5], [0.7, 0.8, -0.4], [-0.7, -0.7, 0.8], [0.0, -0.4, -0.7], [-0.2, 0.4, 1.1], [-1.0, -0.6, -0.2], [1.0, 0.4, 0.6], [-1.1, -0.5, 0.1], [1.0, 0.4, -0.6]], "s2": 6.067, "relative_energy_kcal_mol": 12.5, "charge": 1, "e_homo_ha": [-0.384, -0.432], "homo_lumo_gap_ev": [7.99, 6.52], "multiplicity": 5}

=====

No. 2
{"formula": "C29H21AuF5N3O2Se", "method": "ωB97M-V/def2-TZVPD", "symbols": ["Au", "C", "C", "C", "C", "C", "C", "C", "C", "N", "C", "O", "C", "C", "C", "C", "C", "N", "C", "O", "N", "C", "C", "C", "C", "C", "C", "C", "C", "H", "H", "H", "H", "H", "H", "H", "H", "H", "H", "H", "H", "H", "H", "H", "H", "H", "H", "H", "H", "H", "F", "C", "C", "F", "C", "F", "C", "Se", "C", "F", "C", "F"], "positions_angstrom": [[0.005, -1.221, -0.054], [-1.919, -3.314, -1.702], [-2.989, -2.250, -1.720], [-3.920, -2.226, -2.753], [-4.917, -1.266, -2.787], [-4.984, -0.325, -1.777], [-4.071, -0.320, -0.724], [-4.214, 0.703, 0.372], [-3.063, -1.285, -0.707], [-2.064, -1.299, 0.319], [-2.417, -1.395, 1.630], [-3.540, -1.493, 2.096], [-1.234, -1.364, 2.592], [-1.298, -1.470, 3.967], [-0.098, -1.455, 4.675], [1.132, -1.350, 4.025], [1.124, -1.254, 2.649], [-0.044, -1.251, 2.034], [2.342, -1.164, 1.735], [3.451, -1.070, 2.232], [2.029, -1.203, 0.410], [3.040, -1.079, -0.598], [3.255, -2.150, -1.470], [2.500, -3.449, -1.324], [4.173, -1.997, -2.507], [4.873, -0.815, -2.667], [4.657, 0.233, -1.786], [3.745, 0.119, -0.745], [3.525, 1.267, 0.204], [-2.068, -4.018, -2.520], [-1.910, -3.867, -0.761], [-0.915, -2.889, -1.834], [-3.860, -2.974, -3.537], [-5.640, -1.258, -3.594], [-5.766, 0.428, -1.790], [-4.854, 1.525, 0.047], [-3.245, 1.118, 0.656], [-4.640, 0.258, 1.274], [-2.265, -1.564, 4.441], [-0.120, -1.538, 5.755], [2.077, -1.345, 4.549], [2.206, -3.636, -0.292], [3.113, -4.285, -1.662], [1.590, -3.448, -1.935], [4.344, -2.825, -3.187], [5.590, -0.711, -3.473], [5.205, 1.162, -1.907], [3.992, 2.177, -0.177], [3.939, 1.046, 1.190], [2.457, 1.460, 0.338], [0.568, 7.704, -0.105], [0.359, 6.413, 0.058], [0.246, 5.593, -1.051], [0.345, 6.116, -2.268], [0.036, 4.245, -0.874], [-0.061, 3.498, -1.959], [-0.073, 3.682, 0.402], [-0.357, 1.848, 0.633], [0.042, 4.544, 1.501], [-0.045, 4.094, 2.741], [0.257, 5.893, 1.336], [0.370, 6.700, 2.386]], "forces_ev_per_a": [[-0.1, -0.2, 0.5], [-0.1, 0.1, 0.0], [0.2, -0.1, -0.1], [0.1, -0.1, 0.0], [0.0, 0.0, 0.0], [-0.1, 0.1, 0.0], [-0.2, 0.2, 0.2], [0.0, 0.1, -0.1], [0.1, -0.1, 0.3], [0.0, 0.0, -0.3], [0.0, 0.1, -0.2], [0.1, -0.2, 0.0], [0.1, 0.0, -0.1], [0.0, 0.0, 0.1], [0.0, 0.0, 0.0], [0.0, 0.0, 0.1], [0.0, 0.0, -0.2], [0.0, -0.2, -0.1], [0.0, 0.1, -0.2], [0.0, -0.1, 0.0], [0.0, 0.1, -0.3], [-0.1, -0.1, 0.3], [-0.1, -0.1, -0.1], [0.0, 0.1, -0.1], [0.0, -0.1, 0.1], [0.0, 0.0, 0.0], [0.0, 0.1, 0.0], [0.0, 0.2, 0.1], [0.0, 0.0, -0.1], [0.0, 0.0, 0.0], [0.0, 0.0, 0.0], [0.0, 0.0, 0.0], [0.0, 0.0, 0.1], [0.0, 0.0, 0.0], [0.1, -0.1, 0.0], [0.0, 0.0, 0.0], [0.0, 0.0, 0.0], [0.0, 0.0, -0.1], [0.0, 0.0, 0.0], [0.0, 0.0, 0.0], [0.0, 0.0, 0.0], [0.0, 0.0, 0.0], [0.0, 0.0, 0.0], [0.0, 0.0, 0.1], [0.0, 0.0, 0.0], [0.0, 0.0, 0.0], [0.0, -0.1, 0.0], [0.0, -0.1, 0.0], [0.0, 0.0, -0.1], [0.0, 0.0, 0.0], [0.0, 0.3, 0.0], [0.0, 0.0, 0.0], [0.0, 0.1, 0.0], [0.0, 0.0, -0.1], [0.0, 0.0, 0.1], [0.0, -0.2, -0.1], [0.0, -0.1, 0.1], [-0.1, 0.2, 0.0], [0.0, 0.0, -0.2], [0.0, -0.2, 0.1], [0.0, 0.1, 0.0], [0.0, 0.1, 0.1]], "s2": 2.020, "charge": 0, "e_homo_ha": [-0.310, -0.309], "homo_lumo_gap_ev": [7.90, 5.59], "multiplicity": 3}

=====

No. 3
{"formula": "C29H21BrN5NiO4", "method": "ωB97M-V/def2-TZVPD", "symbols": ["Ni", "C", "C", "C", "C", "N", "C", "C", "C", "C", "C", "C", "N", "H", "H", "H", "H", "H", "H", "H", "H", "Br", "C", "C", "C", "C", "C", "C", "N", "C", "C", "C", "C", "C", "C", "N", "H", "H", "H", "H", "H", "H", "H", "H", "H", "O", "C", "O", "C", "C", "C", "C", "C", "C", "N", "O", "O", "H", "H", "H", "H"], "positions_angstrom": [[-0.426, -0.371, 0.610], [3.697, 0.613, -0.575], [3.646, 1.945, -0.958], [2.422, 2.589, -0.987], [1.275, 1.899, -0.606], [1.339, 0.616, -0.244], [2.517, -0.015, -0.238], [-1.243, 1.836, 0.050], [-2.437, 2.712, 0.202], [-3.526, 2.525, -0.584], [-3.578, 1.434, -1.476], [-2.573, 0.470, -1.429], [-1.500, 0.608, -0.689], [4.630, 0.069, -0.543], [4.548, 2.479, -1.226], [2.342, 3.620, -1.301], [2.492, -1.062, 0.043], [-2.379, 3.508, 0.931], [-4.373, 3.194, -0.512], [-4.433, 1.286, -2.118], [-2.666, -0.460, -1.979], [0.803, -5.625, 5.984], [0.564, -4.074, 4.934], [0.248, -2.873, 5.555], [0.096, -1.734, 4.792], [0.255, -1.784, 3.403], [0.520, -3.011, 2.790], [0.688, -4.150, 3.554], [0.128, -0.628, 2.613], [0.390, 0.544, 3.080], [0.037, 1.674, 2.216], [0.487, 2.967, 2.404], [0.365, 4.041, 1.474], [0.092, 3.955, 0.149], [-0.049, 2.670, -0.612], [-0.770, 1.224, 1.250], [0.123, -2.839, 6.629], [-0.184, -0.811, 5.285], [0.607, -3.066, 1.714], [0.922, -5.094, 3.082], [0.861, 0.691, 4.047], [0.972, 3.179, 3.349], [0.534, 5.033, 1.878], [-0.036, 4.874, -0.411], [-0.309, 2.862, -1.656], [0.798, -3.917, -0.838], [0.221, -2.863, -1.022], [-0.134, -2.041, -0.091], [-0.135, -2.429, -2.433], [-0.436, -3.381, -3.402], [-0.814, -2.983, -4.678], [-0.909, -1.636, -4.996], [-0.597, -0.701, -4.020], [-0.195, -1.086, -2.752], [-0.738, 0.730, -4.293], [-1.181, 1.067, -5.369], [-0.413, 1.514, -3.407], [-0.372, -4.429, -3.140], [-1.043, -3.728, -5.427], [-1.220, -1.310, -5.978], [0.051, -0.328, -2.029]], "forces_ev_per_a": [[0.2, -1.3, 0.0], [0.1, 0.0, 0.0], [-0.1, 0.0, 0.0], [-0.1, 0.0, -0.1], [0.3, -0.4, 0.1], [0.2, 0.3, -0.2], [0.0, 0.0, -0.1], [-0.5, 0.2, 0.1], [0.7, -0.6, 0.1], [-0.7, -0.1, -0.4], [0.0, 0.9, 0.6], [1.0, -0.5, -0.1], [-0.9, 0.3, 0.3], [0.0, 0.0, 0.0], [0.0, 0.0, 0.0], [0.0, 0.0, 0.0], [0.0, 0.0, 0.0], [0.0, 0.1, -0.1], [0.0, 0.0, 0.0], [0.0, 0.0, 0.0], [0.0, 0.0, 0.0], [0.0, 0.1, -0.1], [0.0, 0.0, 0.0], [0.1, -0.2, 0.0], [-0.1, 0.2, -0.2], [0.2, -0.6, 0.4], [0.1, 0.3, -0.2], [0.0, -0.1, 0.2], [-0.2, 0.6, -0.6], [0.0, -0.3, 0.0], [0.2, 1.1, 0.2], [0.1, -0.8, 0.2], [-0.1, 0.1, -0.3], [0.1, -0.2, 0.0], [0.3, 0.8, -0.2], [-0.9, 0.6, 0.4], [0.0, 0.0, 0.0], [0.0, 0.0, 0.0], [0.0, 0.0, 0.0], [0.0, 0.0, 0.0], [0.0, 0.0, 0.0], [0.0, 0.0, 0.0], [0.0, 0.0, 0.0], [-0.1, 0.0, 0.0], [0.0, 0.1, 0.1], [-0.2, 0.1, 0.1], [0.2, 0.2, -0.5], [0.0, -0.5, 0.5], [0.0, -0.2, 0.2], [0.0, 0.1, -0.1], [0.0, 0.0, 0.1], [-0.1, 0.2, -0.2], [0.1, -0.4, 0.2], [0.1, 0.2, -0.2], [0.1, 0.1, -0.3], [0.0, 0.0, 0.2], [-0.1, -0.1, -0.1], [0.0, 0.0, 0.0], [0.0, 0.0, 0.0], [0.0, 0.0, 0.0], [0.1, -0.1, -0.1]], "relative_energy_kcal_mol": 8.9, "charge": 1, "e_homo_ha": [-0.400, -0.400], "homo_lumo_gap_ev": [4.23, 4.00]}

=====

No. 4
{"formula": "C29H21F2NO2ReSi", "method": "ωB97M-V/def2-TZVPD", "symbols": ["Re", "F", "C", "C", "C", "C", "C", "F", "C", "C", "C", "C", "C", "C", "N", "H", "H", "H", "H", "H", "H", "O", "O", "Si", "C", "C", "C", "C", "C", "C", "C", "C", "C", "C", "C", "C", "C", "C", "C", "C", "C", "C", "H", "H", "H", "H", "H", "H", "H", "H", "H", "H", "H", "H", "H", "H", "H"], "positions_angstrom": [[-2.590, 1.092, 0.801], [-3.739, -4.249, -0.567], [-3.206, -3.383, 0.311], [-3.326, -2.025, 0.080], [-2.761, -1.121, 0.969], [-2.087, -1.613, 2.117], [-2.032, -2.988, 2.315], [-1.434, -3.506, 3.411], [-2.566, -3.896, 1.421], [-1.565, -0.611, 3.059], [-0.966, -0.854, 4.297], [-0.552, 0.202, 5.081], [-0.743, 1.504, 4.635], [-1.345, 1.694, 3.416], [-1.749, 0.662, 2.648], [-3.843, -1.695, -0.811], [-2.491, -4.959, 1.598], [-0.828, -1.869, 4.629], [-0.084, 0.011, 6.037], [-0.433, 2.360, 5.217], [-1.525, 2.677, 3.005], [-2.924, 2.779, 0.894], [-0.989, 0.896, -0.182], [0.385, 0.728, -1.052], [1.744, 0.146, 0.101], [2.865, -0.531, -0.388], [3.879, -0.951, 0.462], [3.785, -0.709, 1.826], [2.677, -0.044, 2.333], [1.671, 0.378, 1.476], [0.799, 2.367, -1.842], [1.977, 2.531, -2.576], [2.288, 3.747, -3.168], [1.422, 4.824, -3.029], [0.251, 4.682, -2.299], [-0.058, 3.462, -1.710], [0.123, -0.600, -2.342], [-0.023, -1.928, -1.927], [-0.260, -2.942, -2.843], [-0.348, -2.644, -4.197], [-0.206, -1.333, -4.628], [0.024, -0.320, -3.706], [2.941, -0.750, -1.449], [4.738, -1.476, 0.063], [4.572, -1.041, 2.491], [2.598, 0.146, 3.397], [0.812, 0.901, 1.882], [2.665, 1.698, -2.689], [3.204, 3.856, -3.734], [1.662, 5.774, -3.489], [-0.424, 5.521, -2.186], [-0.973, 3.365, -1.136], [0.045, -2.172, -0.871], [-0.376, -3.964, -2.504], [-0.529, -3.434, -4.915], [-0.277, -1.099, -5.683], [0.126, 0.703, -4.052]], "forces_ev_per_a": [[2.6, 0.6, -0.2], [0.0, 0.0, 0.0], [0.0, 0.0, 0.0], [0.1, 0.0, -0.1], [-0.9, 0.3, 0.5], [-0.3, -0.1, -0.1], [0.1, 0.0, -0.2], [0.0, 0.0, 0.0], [0.0, 0.1, 0.1], [-0.1, -0.1, 0.1], [0.1, 0.0, -0.1], [0.0, 0.0, 0.0], [0.0, 0.0, 0.0], [0.0, -0.1, -0.1], [-0.1, 0.1, 0.1], [0.0, 0.0, 0.0], [0.0, 0.0, 0.0], [0.0, 0.0, 0.0], [0.0, 0.0, 0.0], [0.0, 0.0, 0.0], [0.0, 0.0, 0.0], [-1.3, -0.7, -0.1], [-0.1, 0.1, -0.1], [-0.1, -0.1, 0.1], [0.0, 0.0, 0.0], [0.0, 0.0, 0.0], [0.0, 0.0, 0.0], [0.0, 0.0, 0.0], [0.0, 0.0, 0.0], [0.0, 0.0, 0.0], [0.0, 0.0, 0.0], [0.0, 0.0, 0.0], [0.0, 0.0, 0.0], [0.0, 0.0, 0.0], [0.0, 0.0, 0.0], [0.0, 0.0, 0.0], [0.0, 0.0, 0.0], [0.0, 0.0, 0.0], [0.0, 0.0, 0.0], [0.0, 0.0, 0.0], [0.0, 0.0, 0.0], [0.0, 0.0, 0.0], [0.0, 0.0, 0.0], [0.0, 0.0, 0.0], [0.0, 0.0, 0.0], [0.0, 0.0, 0.0], [0.0, 0.0, 0.0], [0.0, 0.0, 0.0], [0.0, 0.0, 0.0], [0.0, 0.0, 0.0], [0.0, 0.0, 0.0], [0.0, 0.0, 0.0], [0.0, 0.0, 0.0], [0.0, 0.0, 0.0], [0.0, 0.0, 0.0], [0.0, 0.0, 0.0], [0.0, 0.0, 0.0]], "s2": 0.759, "relative_energy_kcal_mol": 29.0, "charge": 0, "e_homo_ha": [-0.277, -0.285], "homo_lumo_gap_ev": [6.58, 6.90], "multiplicity": 2}